A structure of composition C51H135F3N22O19P7Ti at a distorted geometry. Source: OMol25; level of theory: wB97M-V/def2-TZVPD.

Last column: Mulliken spin population.
Geometry (Å):
Ti1 2.75618 1.22751 0.89087  2.30
N1 0.09742 -0.16615 -0.36033  -0.01
O1 0.30571 0.71557 0.49056  0.02
O2 0.96160 -0.64726 -1.04209  0.14
O3 -1.02823 -0.60650 -0.49558  0.03
C1 0.30119 -1.45761 -4.90799  0.00
C2 1.59043 -1.85848 -4.17015  -0.01
O4 2.62754 -1.59403 -5.08575  0.00
C3 2.11997 -0.82819 -6.14169  0.00
O5 2.75242 -0.15617 -6.96897  0.00
O6 0.77833 -0.98430 -6.14917  0.00
F1 1.60143 -3.16309 -3.81728  0.00
H1 -0.16466 -0.66093 -4.32801  0.00
H2 -0.42613 -2.26566 -4.98649  0.00
H3 1.59640 -1.20846 -3.29520  0.00
C4 -1.47889 -5.10369 -2.74284  0.00
C5 -0.75515 -4.31259 -1.62218  0.00
O7 0.20988 -5.29613 -1.28957  0.00
C6 0.23257 -6.33779 -2.02864  0.00
O8 1.09320 -7.23430 -1.90844  0.00
O9 -0.85510 -6.35189 -2.75573  0.00
F2 -1.69235 -4.15525 -0.67106  0.00
H4 -1.36283 -4.66156 -3.73235  0.00
H5 -2.55908 -5.23605 -2.68148  0.00
H6 -0.38430 -3.32389 -1.89242  0.00
C7 -4.46013 0.20455 -2.20770  0.00
C8 -3.19342 0.43936 -2.96783  0.00
O10 -3.51706 1.07073 -4.25488  0.00
C9 -4.82904 1.06759 -4.28991  0.00
O11 -5.52685 1.49559 -5.20755  0.00
O12 -5.34008 0.31191 -3.28764  0.00
F3 -2.48517 -0.68194 -3.06157  0.00
H7 -4.55687 1.05764 -1.53615  0.00
H8 -4.48521 -0.72158 -1.63346  0.00
H9 -2.54312 1.16459 -2.47872  -0.01
O13 2.81716 3.33092 2.43026  0.19
P1 3.52763 4.07613 3.49665  0.00
N2 4.82515 3.19408 4.12837  -0.02
C10 5.26293 3.42128 5.50186  0.00
C11 5.44100 2.05326 3.41802  0.06
N3 2.49936 4.49540 4.80208  0.00
C12 1.63586 5.70522 4.58757  0.00
C13 1.97473 3.61964 5.76890  0.00
N4 4.26672 5.51764 3.02311  0.00
C14 4.59873 5.72076 1.57209  0.01
C15 4.99410 6.30622 4.08160  0.00
H10 4.71992 4.23735 5.97860  0.00
H11 6.29873 3.74636 5.40412  0.00
H12 5.09929 2.45532 5.97960  0.00
H13 5.25167 2.04913 2.34459  0.09
H14 4.87520 1.13989 3.60164  -0.04
H15 6.52178 2.04911 3.55947  0.00
H16 1.05584 6.02116 5.45467  0.00
H17 2.38230 6.49259 4.48284  0.00
H18 1.08295 5.79364 3.65238  0.00
H19 1.50598 4.16236 6.58977  0.00
H20 1.27141 2.93562 5.29398  0.00
H21 2.80871 3.06236 6.19552  0.00
H22 4.82429 6.78574 1.51708  0.00
H23 5.42513 5.05779 1.31590  -0.01
H24 3.78441 5.48956 0.88541  0.00
H25 6.01157 5.91537 4.09044  0.00
H26 4.58761 6.13759 5.07882  0.00
H27 4.82752 7.37967 3.99182  0.00
O14 -3.45735 3.79357 -1.59437  0.00
P2 -3.43514 4.53491 -0.35893  0.00
N5 -2.09309 5.59263 -0.09340  0.00
C16 -1.25642 5.82021 1.12173  0.00
C17 -1.72838 6.40154 -1.18910  0.00
N6 -3.28350 3.61763 1.11153  0.00
C18 -2.78241 2.19244 1.16573  -0.01
C19 -3.79259 4.17034 2.40503  0.00
N7 -4.79133 5.53839 -0.12675  0.00
C20 -4.77993 7.01164 0.29557  0.00
C21 -6.06024 5.11912 -0.84356  0.00
H28 -1.81306 6.50152 1.76522  0.00
H29 -0.33086 6.36472 0.93477  0.00
H30 -0.94989 4.87099 1.56118  0.00
H31 -2.58356 7.01388 -1.47511  0.00
H32 -1.41564 5.83670 -2.06732  0.00
H33 -0.86305 7.01557 -0.93953  0.00
H34 -2.35674 1.95251 0.19139  0.00
H35 -2.12736 2.14865 2.03584  0.00
H36 -3.62816 1.50761 1.22757  0.00
H37 -4.83310 3.84781 2.44258  0.00
H38 -3.45255 3.67725 3.31571  0.00
H39 -3.88142 5.25552 2.45595  0.00
H40 -5.53026 7.20019 1.06340  0.00
H41 -3.85130 7.27539 0.80172  0.00
H42 -4.78143 7.59584 -0.62465  0.00
H43 -6.94736 5.24055 -0.22197  0.00
H44 -6.18131 4.03864 -0.92105  0.00
H45 -6.19675 5.69815 -1.75690  0.00
O15 -5.79160 -5.33769 -6.38347  0.00
P3 -5.64308 -4.13637 -5.48882  0.00
N8 -7.15359 -3.34010 -5.23082  0.00
C22 -8.30848 -3.98530 -5.75365  0.00
C23 -7.23220 -1.87579 -4.86224  0.00
N9 -4.63675 -2.89456 -6.11874  0.00
C24 -5.05318 -2.13311 -7.27367  0.00
C25 -3.13189 -3.07185 -6.08059  0.00
N10 -5.11120 -4.46901 -3.85321  0.00
C26 -4.81227 -3.42726 -2.91852  0.00
C27 -5.74434 -5.57437 -3.14036  0.00
H46 -8.18092 -4.50357 -6.70404  0.00
H47 -9.15700 -3.30447 -5.82131  0.00
H48 -8.62101 -4.71077 -5.00257  0.00
H49 -6.25149 -1.47191 -4.61086  0.00
H50 -7.94705 -1.60641 -4.08473  0.00
H51 -7.51420 -1.32210 -5.75778  0.00
H52 -4.46423 -2.49886 -8.11478  0.00
H53 -6.13051 -2.17386 -7.43432  0.00
H54 -4.68065 -1.10956 -7.31434  0.00
H55 -2.80746 -3.56684 -5.16526  0.00
H56 -2.66174 -3.77513 -6.76795  0.00
H57 -2.75376 -2.04961 -6.06977  0.00
H58 -4.19642 -3.81432 -2.10673  0.00
H59 -4.29657 -2.58332 -3.37668  0.00
H60 -5.73174 -3.01670 -2.50124  0.00
H61 -6.77027 -5.39762 -2.81737  0.00
H62 -5.06262 -5.89507 -2.35263  0.00
H63 -5.78106 -6.37891 -3.87484  0.00
O16 3.64608 2.16714 -1.04204  0.02
P4 3.19963 2.97471 -2.18121  0.07
N11 3.69797 4.58662 -2.12310  -0.01
C28 2.91421 5.70235 -2.70106  0.00
C29 4.96747 4.94810 -1.61876  0.00
N12 1.47103 3.06488 -2.38543  -0.06
C30 0.62712 3.69527 -1.31823  0.02
C31 0.76491 1.99478 -3.07526  0.03
N13 3.77565 2.51853 -3.72232  -0.01
C32 5.16777 2.08067 -3.75372  0.00
C33 3.20708 3.12249 -4.96629  0.00
H64 2.77977 6.45170 -1.92099  0.00
H65 1.96834 5.37862 -3.13538  0.00
H66 3.45044 6.16808 -3.52788  0.00
H67 5.60072 5.12542 -2.48804  0.00
H68 5.47215 4.17021 -1.04580  0.00
H69 4.98974 5.91339 -1.11298  0.00
H70 0.51930 3.02279 -0.46720  0.13
H71 0.96234 4.68457 -1.00676  0.01
H72 -0.39046 3.76495 -1.70263  0.00
H73 0.30634 2.49112 -3.93051  0.00
H74 1.44214 1.22648 -3.44835  -0.01
H75 0.04670 1.48207 -2.43541  0.01
H76 5.38963 1.56341 -2.82027  0.00
H77 5.24546 1.47554 -4.65699  0.00
H78 5.84987 2.91503 -3.91707  0.00
H79 3.14231 2.40002 -5.77989  0.00
H80 3.87009 3.93382 -5.26674  0.00
H81 2.23597 3.58293 -4.78449  0.00
O17 2.48401 0.26788 3.00315  -0.16
P5 1.75072 -0.59754 4.02361  0.07
N14 1.38267 -2.15071 3.51548  0.00
C34 1.32554 -2.43994 2.08786  -0.06
C35 0.73462 -3.10161 4.37563  0.00
N15 0.26565 0.09004 4.47770  0.00
C36 -0.44700 0.90761 3.56186  0.04
C37 -0.60161 -0.48014 5.55019  0.00
N16 2.60838 -0.86819 5.45963  0.00
C38 3.89956 -1.61551 5.53681  0.00
C39 2.40639 -0.03876 6.68884  0.00
H82 1.79406 -3.41033 1.92376  0.00
H83 1.99705 -1.75959 1.56413  0.12
H84 0.34189 -2.24018 1.66284  0.00
H85 0.97353 -2.82543 5.40264  0.00
H86 1.13725 -4.10002 4.20490  0.00
H87 -0.32824 -3.12830 4.13537  0.00
H88 0.13686 1.81547 3.41021  -0.01
H89 -0.55026 0.32071 2.64918  0.00
H90 -1.40765 1.23903 3.95608  0.00
H91 -0.07215 -1.08629 6.28528  0.00
H92 -1.15392 0.34894 5.99256  0.00
H93 -1.33950 -1.12742 5.07624  0.00
H94 4.01752 -2.26864 6.40146  0.00
H95 3.89988 -2.24380 4.64611  0.00
H96 4.81200 -1.02661 5.63028  0.00
H97 2.94399 0.90743 6.62694  0.00
H98 2.91262 -0.53534 7.51663  0.00
H99 1.35119 0.10130 6.92341  0.00
O18 -4.92236 -3.46286 4.25249  0.00
P6 -4.22071 -4.17987 3.15266  0.00
N17 -5.08591 -5.48150 2.39841  0.00
C40 -4.62309 -6.25435 1.25006  0.00
C41 -6.41162 -5.83574 2.82208  0.00
N18 -2.75016 -4.90229 3.56154  0.00
C42 -1.72833 -5.35093 2.59996  0.00
C43 -2.63089 -5.37164 4.94918  0.00
N19 -3.74825 -3.07500 1.85148  0.00
C44 -2.69954 -2.03411 2.12778  0.00
C45 -4.64848 -2.77750 0.80981  0.00
H100 -4.23835 -7.22357 1.56735  0.00
H101 -3.73090 -5.69977 0.95930  0.00
H102 -5.30861 -6.35005 0.40803  0.00
H103 -6.40610 -6.88087 3.13153  0.00
H104 -7.02585 -5.86440 1.92208  0.00
H105 -6.83731 -5.20498 3.60249  0.00
H106 -0.69438 -5.32290 2.94386  0.00
H107 -2.00118 -6.35421 2.27271  0.00
H108 -1.75886 -4.69433 1.73046  0.00
H109 -3.24660 -4.77645 5.62352  0.00
H110 -3.00936 -6.38776 5.06040  0.00
H111 -1.63198 -5.30776 5.38070  0.00
H112 -2.61060 -1.94195 3.21023  0.00
H113 -1.71936 -2.35501 1.77510  0.00
H114 -2.91100 -1.02162 1.78393  0.00
H115 -4.04788 -2.33809 0.01338  0.00
H116 -5.38989 -2.09329 1.22244  0.00
H117 -5.17343 -3.65862 0.44083  0.00
O19 4.45617 -0.27657 0.60790  -0.10
P7 5.30701 -1.38265 0.14070  0.07
N20 4.64911 -2.43594 -1.01279  0.00
C46 3.65523 -3.43583 -0.71321  0.01
C47 4.26627 -1.74027 -2.31054  0.00
N21 5.92691 -2.38448 1.38355  0.00
C48 6.66401 -3.60458 1.02416  0.00
C49 6.06131 -1.90953 2.72227  0.00
N22 6.80328 -0.82692 -0.60365  0.00
C50 7.13048 0.56424 -0.48887  -0.02
C51 7.90073 -1.72000 -1.03335  0.00
H118 2.76672 -2.97499 -0.28160  0.00
H119 4.02022 -4.16687 0.00823  0.00
H120 3.36192 -3.91180 -1.64890  0.00
H121 3.42061 -1.06790 -2.16602  0.01
H122 4.13169 -2.44112 -3.13443  0.00
H123 5.14952 -1.23193 -2.69729  0.00
H124 6.49680 -3.76298 -0.04122  0.00
H125 7.71180 -3.48614 1.30022  0.00
H126 6.30904 -4.45770 1.60234  0.00
H127 5.43742 -1.02707 2.86413  0.00
H128 5.89108 -2.74970 3.39551  0.00
H129 7.06646 -1.50620 2.84516  0.00
H130 6.28047 1.16659 -0.80941  0.04
H131 7.56985 0.93932 0.43545  0.01
H132 7.82834 0.89524 -1.25798  0.00
H133 8.48928 -2.06269 -0.18231  0.00
H134 8.64783 -1.20931 -1.64091  0.00
H135 7.47030 -2.65330 -1.39636  0.00

Summary:
- 2S+1: 4
- Total charge: 0
- <S²>: 3.75
- DFT total energy: -223051.658 eV
- Molecular weight: 1682.5 g mol⁻¹
- Kohn-Sham gap (spin up / spin down): 3.5 / 8.5 eV
- E_HOMO (spin up / spin down): -3.20 / -8.21 eV

=====

A cluster of 5 separate species, C9H24F3O7S in total at a distorted geometry. Source: OMol25; level of theory: wB97M-V/def2-TZVPD.

Last column: natural (NBO) charge in e.
Geometry (Å):
C1 -0.47830 -0.89427 -0.10062  0.73
F1 0.16864 -2.00483 0.33398  -0.33
F2 -1.54594 -1.17383 -0.87680  -0.32
F3 -0.80864 -0.31908 1.05888  -0.32
S1 0.64928 0.37279 -0.98223  2.27
O1 -0.23562 1.32575 -1.67454  -0.96
O2 1.51200 1.01117 0.08926  -1.06
O3 1.51952 -0.31935 -1.92268  -0.97
C2 -2.48506 -0.79343 -4.10879  -0.65
C3 -1.45729 -1.88251 -4.28376  -0.06
O4 -0.61459 -1.61989 -5.39692  -0.71
H1 -3.14424 -1.29991 -3.40377  0.21
H2 -3.12508 -0.57726 -4.96421  0.19
H3 -2.00210 0.08664 -3.68414  0.25
H4 -1.89472 -2.82664 -4.60836  0.14
H5 -0.92529 -2.13072 -3.36535  0.20
H6 -1.24329 -1.21506 -5.99896  0.45
C4 0.97325 2.37891 2.73946  -0.64
C5 0.92391 3.79741 2.15514  -0.06
O5 0.81926 3.56886 0.74821  -0.76
H7 1.02931 2.43382 3.82664  0.18
H8 1.72791 1.79709 2.21027  0.23
H9 0.01866 1.91081 2.49918  0.22
H10 1.81292 4.40770 2.31419  0.15
H11 -0.00111 4.30182 2.43448  0.16
H12 1.39200 2.86810 0.42807  0.50
C6 5.05412 2.76961 0.87175  -0.63
C7 4.83479 1.32404 1.32994  -0.05
O6 4.24192 0.56329 0.32099  -0.75
H13 5.60296 2.75129 -0.06981  0.20
H14 5.61727 3.28199 1.65177  0.19
H15 4.11493 3.28802 0.67873  0.20
H16 4.21260 1.41619 2.22016  0.14
H17 5.83127 0.97340 1.59860  0.15
H18 3.33143 0.80632 0.13785  0.51
C8 -3.33625 -3.20173 0.91390  -0.63
C9 -4.20456 -3.71905 2.06571  -0.06
O7 -4.35844 -2.73515 3.10688  -0.73
H19 -2.31562 -2.99870 1.23825  0.23
H20 -3.78260 -2.28442 0.52995  0.22
H21 -3.31081 -3.95553 0.12699  0.21
H22 -3.68515 -4.51121 2.60498  0.15
H23 -5.16424 -4.16502 1.80452  0.15
H24 -5.26902 -2.80741 3.40223  0.46

Summary:
- 2S+1: 1
- Total charge: -1
- DFT total energy: -43042.760 eV
- Molecular weight: 333.3 g mol⁻¹
- Kohn-Sham gap: 8.7 eV
- E_HOMO: -6.16 eV

=====

A cluster of 2 separate species, C5H13NS in total at a distorted geometry. Source: OMol25; level of theory: wB97M-V/def2-TZVPD.

Last column: natural (NBO) charge in e.
Geometry (Å):
C1 -1.85373 3.34169 -0.73289  -0.52
C2 -2.13979 1.86465 0.82958  -0.41
N1 -2.91090 2.75841 0.01043  -0.17
H1 -1.26820 4.08304 -0.17578  0.23
H2 -2.23755 3.85740 -1.61492  0.21
H3 -1.07160 2.63715 -1.13128  0.23
H4 -1.13426 2.11497 1.11634  0.22
H5 -2.70558 1.52847 1.66596  0.23
H6 -2.38872 1.28578 -0.08524  0.34
C3 1.66781 -3.37247 0.26150  -0.61
C4 2.02937 -2.11530 -0.57507  -0.41
C5 1.46072 -0.89747 0.16809  -0.55
S1 -0.35238 -1.03161 0.23304  -0.24
H7 2.09595 -3.30942 1.28068  0.20
H8 1.99978 -4.31881 -0.20884  0.21
H9 0.55635 -3.40300 0.41521  0.22
H10 3.09362 -1.97004 -0.76133  0.20
H11 1.53996 -2.29516 -1.51558  0.21
H12 1.75183 -0.00249 -0.37904  0.22
H13 1.86733 -0.75579 1.19914  0.20

Summary:
- Relative energy (zero: lowest compared OMol25 entry of this formula, charge and spin): 615.35 kJ/mol
- 2S+1: 1
- Total charge: 0
- DFT total energy: -17714.873 eV
- Molecular weight: 119.2 g mol⁻¹
- Kohn-Sham gap: 4.2 eV
- E_HOMO: -7.23 eV